No. 1
{"formula": "C8H17NO4S", "method": "ωB97M-V/def2-TZVPD", "smiles": "C=CCCC(C)(C)[C@@](N)(O)S(=O)(=O)O", "e_above_lowest_kcal_mol": 24.9, "multiplicity": 1, "e_tot_ev": -29084.55946, "homo_energy_ev": -9.704, "homo_lumo_gap_ev": 10.34, "elements": ["C", "C", "C", "C", "C", "C", "C", "C", "N", "O", "S", "O", "O", "O", "H", "H", "H", "H", "H", "H", "H", "H", "H", "H", "H", "H", "H", "H", "H", "H", "H"], "positions_angstrom": [[2.19600, -0.52060, -2.85316], [2.46680, -0.60499, -1.58070], [2.17778, 0.52995, -0.58212], [1.15478, 0.17615, 0.53309], [-0.19439, -0.42866, 0.17268], [-0.64991, -0.07484, -1.25869], [-0.08513, -1.99249, 0.13850], [-1.29912, -0.00789, 1.14800], [-2.59580, -0.19524, 0.62105], [-1.17314, -0.61880, 2.43792], [-1.22874, 1.82866, 1.38726], [-1.54398, 2.43697, 0.11109], [-0.20096, 2.28614, 2.20506], [-2.56705, 2.18686, 2.29357], [2.18407, -1.28841, -3.60024], [1.65271, 0.43749, -3.14325], [2.69000, -1.59331, -1.12610], [3.14320, 0.80989, -0.08683], [1.84943, 1.34047, -1.15716], [1.68606, -0.44591, 1.30451], [1.09660, 1.04545, 1.10772], [-1.48779, -0.68002, -1.50196], [-0.64324, 1.01061, -1.34441], [0.19379, -0.47707, -1.95699], [0.40314, -2.18146, -0.88594], [0.59411, -2.37941, 0.85994], [-1.00010, -2.42950, 0.25501], [-3.36542, -0.02702, 1.19765], [-2.68950, 0.49629, -0.14972], [-0.55485, -1.27602, 2.40163], [-2.20936, 2.63670, 3.05259]], "forces_ev_per_a": [[-1.5, 2.2, -1.2], [0.0, -0.9, 2.3], [1.1, -2.2, 0.4], [2.0, -1.2, 0.3], [-0.1, -1.0, -1.0], [3.5, -0.4, -0.7], [2.7, 2.0, -2.0], [-0.2, -0.5, 1.8], [0.5, 0.0, -2.7], [-2.9, 3.6, -0.8], [-3.7, 1.1, -1.0], [0.7, -0.6, 0.7], [3.0, 1.1, 1.6], [0.3, -1.2, -1.3], [0.4, -0.4, 0.0], [1.1, -1.1, -0.1], [0.4, 0.7, -0.3], [-0.8, -0.1, -0.3], [-0.5, 1.5, -0.7], [-0.4, -0.1, -0.8], [-0.5, 1.6, 0.5], [-1.2, 0.2, -0.3], [-0.8, -0.2, -0.6], [-1.8, 0.9, 1.3], [-1.0, -0.3, 1.6], [0.6, -0.3, 0.8], [-2.5, -1.3, -0.1], [-0.9, 0.2, 1.7], [-0.1, -1.0, 0.4], [2.7, -2.7, -0.3], [0.2, 0.2, 0.8]], "mulliken_charge": [-0.69, -0.30, -0.90, -0.88, 1.67, -2.24, -2.19, 0.68, -0.68, -0.62, 1.32, -0.66, -0.72, -0.53, 0.32, 0.29, 0.34, 0.44, 0.35, 0.35, 0.43, 0.69, 0.39, 0.30, 0.42, 0.46, 0.57, 0.32, 0.35, 0.42, 0.33]}

No. 2
{"formula": "C4H12", "method": "ωB97M-V/def2-TZVPD", "e_above_lowest_kcal_mol": 23.4, "charge": 1, "multiplicity": 2, "e_tot_ev": -4330.21733, "homo_energy_ev": [-16.357, -15.529], "homo_lumo_gap_ev": [13.39, 3.94], "elements": ["C", "C", "H", "H", "H", "H", "H", "H", "C", "C", "H", "H", "H", "H", "H", "H"], "positions_angstrom": [[0.60212, 1.43999, 0.89037], [1.82623, 1.72595, 0.04663], [0.31859, 2.24691, 1.56938], [-0.31121, 1.36684, 0.22518], [0.67057, 0.50759, 1.60061], [2.11178, 0.93736, -0.76969], [2.74140, 1.87311, 0.59762], [1.80463, 2.68087, -0.56081], [-1.36393, -1.10543, -1.03419], [-1.14819, -2.04328, 0.15491], [-2.31554, -1.28089, -1.50289], [-1.28870, -0.04516, -0.81181], [-0.42593, -1.29845, -1.79905], [-0.30244, -1.77655, 0.78544], [-0.81169, -3.03571, -0.21093], [-2.10770, -2.19314, 0.81921]], "forces_ev_per_a": [[1.1, -1.7, 1.0], [-0.5, 0.3, -2.5], [-0.2, 0.5, -0.2], [0.0, -0.1, 0.1], [0.0, 1.5, -1.8], [-0.5, 0.7, 1.6], [0.6, -0.5, 0.8], [-0.7, -0.9, 0.8], [1.4, -3.0, 0.5], [-1.4, 1.0, 0.0], [-0.4, 0.1, -0.2], [0.7, 1.4, -0.1], [-1.4, 0.8, 1.4], [0.3, 0.3, -0.1], [-0.4, -0.4, 0.1], [1.5, 0.0, -1.5]], "mulliken_charge": [-0.33, -0.81, 0.34, 0.08, 0.21, 0.27, 0.34, 0.31, -0.44, -0.69, 0.33, 0.15, 0.30, 0.28, 0.35, 0.32]}

No. 3
{"formula": "C5H7N", "method": "ωB97M-V/def2-TZVPD", "e_above_lowest_kcal_mol": 110.6, "multiplicity": 1, "e_tot_ev": -6783.71820, "homo_energy_ev": -7.805, "homo_lumo_gap_ev": 8.82, "elements": ["C", "C", "C", "C", "C", "N", "H", "H", "H", "H", "H", "H", "H"], "positions_angstrom": [[-0.30762, -1.05233, 0.73444], [0.69320, -0.94276, -0.39204], [-0.27248, -0.30046, -1.34548], [-1.01997, 0.10966, 0.02208], [-0.06518, 1.28157, 0.17272], [0.95017, 0.51204, -0.56098], [-0.00052, -0.94569, 1.78361], [-0.86793, -1.98098, 0.59686], [1.56395, -1.56438, -0.59425], [1.52609, 0.86511, -1.30024], [-2.09174, 0.27623, 0.11692], [0.25054, 1.58804, 1.18121], [-0.35851, 2.15395, -0.41485]], "forces_ev_per_a": [[0.0, -0.1, 0.1], [0.1, -0.2, -0.1], [-0.1, -0.1, 0.1], [-0.3, 0.1, 0.1], [0.0, 0.1, 0.0], [0.0, 0.1, -0.2], [0.0, 0.0, -0.1], [0.1, 0.1, 0.0], [-0.2, 0.1, 0.0], [0.4, 0.2, 0.2], [0.2, -0.1, 0.0], [-0.1, 0.0, -0.2], [0.0, -0.2, 0.0]], "mulliken_charge": [-0.74, 0.16, -0.90, -0.12, -0.42, -0.24, 0.27, 0.27, 0.37, 0.31, 0.49, 0.23, 0.31]}

No. 4
{"formula": "C6H9FO", "method": "ωB97M-V/def2-TZVPD", "smiles": "OCC1=C[C@H](F)CC1", "e_above_lowest_kcal_mol": 23.2, "multiplicity": 1, "e_tot_ev": -11131.10310, "homo_energy_ev": -10.012, "homo_lumo_gap_ev": 10.83, "elements": ["O", "C", "C", "C", "C", "F", "C", "C", "H", "H", "H", "H", "H", "H", "H", "H", "H"], "positions_angstrom": [[-2.90506, -0.08321, 0.84075], [-2.06874, -0.48784, -0.24654], [-0.53563, -0.34440, -0.06749], [0.49269, -1.13080, -0.21319], [1.82481, -0.42105, -0.14523], [2.47315, -0.72956, 1.06297], [1.45321, 1.04525, -0.11875], [-0.01504, 1.02218, 0.29050], [-2.33719, -0.46435, 1.52005], [-2.22930, 0.13620, -1.23398], [-2.36852, -1.47231, -0.61270], [0.63236, -2.21573, -0.53576], [2.47877, -0.69067, -0.97103], [2.36762, 1.52592, 0.47589], [1.59087, 1.29704, -1.22977], [-0.63743, 1.84662, -0.15452], [-0.21656, 1.16671, 1.33880]], "forces_ev_per_a": [[1.7, -0.3, -0.6], [0.6, 0.6, -3.3], [-1.8, 1.2, 0.4], [2.2, -3.4, -1.5], [-0.8, 0.0, 0.6], [0.2, -0.4, -0.1], [2.6, 0.2, -1.1], [-1.1, 2.0, -0.2], [-0.8, 0.2, 1.0], [-0.2, -0.5, 2.1], [0.3, -0.3, 0.4], [-1.1, 1.4, 0.7], [0.3, -0.1, 0.2], [-2.6, -0.4, -1.0], [-0.5, 0.4, 1.6], [0.7, -0.7, 0.0], [0.4, 0.1, 0.7]], "mulliken_charge": [-0.48, -0.62, 0.38, -0.74, 0.31, -0.34, -0.62, -0.64, 0.35, 0.27, 0.32, 0.28, 0.37, 0.30, 0.22, 0.35, 0.29]}